No. 1
Entry from OMol25: C4HBrO2 in the gas phase in a non-equilibrium geometry (ωB97M-V/def2-TZVPD).

Properties
max |F| = 4.72 eV/Å
gap between HOMO and LUMO = 8.2306 eV
energy relative to the best compared isomer or geometry (same formula, charge and spin) = 26.1 kcal per mole
E_LUMO = -0.89 eV

Structure (ORCA input):
```
! RIJCOSX wB97M-V def2-TZVPD def2/J DEFGRID3
* xyz 0 1
C -0.058 1.312 -1.130
C -1.663 1.404 -0.365
C 0.785 0.889 -0.246
C -2.172 2.594 -0.292
O 1.148 0.329 0.694
O -2.406 3.705 -0.478
Br -2.465 -0.276 0.177
H -0.013 1.701 -2.101
*
```

***

No. 2
Entry from OMol25: C4HCl2N in the gas phase in a non-equilibrium geometry (ωB97M-V/def2-TZVPD).

Properties
max |F| = 4.17 eV/Å
SMILES = N#CC#CC(Cl)Cl
gap between HOMO and LUMO = 10.6607 eV
energy relative to the best compared isomer or geometry (same formula, charge and spin) = 5.1 kcal per mole
E_LUMO = -0.30 eV

Structure (ORCA input):
```
! RIJCOSX wB97M-V def2-TZVPD def2/J DEFGRID3
* xyz 0 1
N 3.656 0.044 -0.524
C 2.516 -0.083 -0.304
C 1.206 -0.050 -0.054
C 0.001 0.004 0.010
C -1.426 -0.019 0.320
Cl -2.191 -1.438 -0.454
Cl -2.124 1.471 -0.448
H -1.638 0.070 1.455
*
```

***

No. 3
Entry from OMol25: 2 unconnected molecules or ions with the total composition C4HCl2N3O2S in a non-equilibrium geometry (ωB97M-V/def2-TZVPD).

Properties
max |F| = 5.09 eV/Å
gap between HOMO and LUMO (spin up / spin down) = 7.4214 / 6.1442 eV
E_LUMO (spin up / spin down) = -0.60 / -3.48 eV

Structure (ORCA input):
```
! RIJCOSX wB97M-V def2-TZVPD def2/J DEFGRID3
* xyz 0 3
C 1.452 1.859 0.142
C -0.109 -0.257 -0.631
C 1.308 -0.294 -0.421
C -0.633 0.952 -0.200
N 2.020 0.768 -0.146
N 0.101 2.033 0.037
N -1.544 -1.999 0.723
O -0.845 -1.269 -0.954
O -0.708 -2.486 1.385
S -3.000 -1.696 0.815
Cl 2.180 -1.680 -0.588
Cl -2.330 1.258 -0.370
H 2.109 2.811 0.209
*
```

***

No. 4
Entry from OMol25: C4HCl3 in the gas phase in a non-equilibrium geometry (ωB97M-V/def2-TZVPD).

Properties
max |F| = 5.83 eV/Å
gap between HOMO and LUMO (spin up / spin down) = 6.3409 / 6.3491 eV
energy relative to the best compared isomer or geometry (same formula, charge and spin) = 96.4 kcal per mole
E_LUMO (spin up / spin down) = -2.76 / -2.76 eV

Structure (ORCA input):
```
! RIJCOSX wB97M-V def2-TZVPD def2/J DEFGRID3
* xyz 0 1
C -1.203 0.113 -2.177
C -0.617 -0.013 -1.120
C -0.506 0.129 0.403
C 0.841 -0.400 0.524
Cl -0.476 1.891 0.864
Cl 1.148 -2.051 0.140
Cl 2.107 0.654 0.586
H -1.294 -0.323 0.781
*
```